ClH2NO2S as an isolated structure at a distorted geometry, computed with ωB97M-V/def2-TZVPD.

XYZ file:
```
7
ClH2NO2S ωB97M-V/def2-TZVPD
N -1.283 0.329 -0.231
O 0.570 -1.293 0.826
O -0.306 0.442 -1.081
S 1.380 -0.718 -0.234
Cl 2.535 0.837 0.465
H -1.022 0.797 0.591
H -1.873 -0.393 -0.336
```

As for the total energy: -28971.7766 eV. The value obtained for the lowest unoccupied orbital energy (alpha / beta) is -0.4123 / -0.6881 eV. The value obtained for the HOMO energy (alpha / beta) is -8.66 / -9.27 eV. As for the charge: 0.